A structure of composition C29H32BClO2PYb in a non-equilibrium geometry. Source: OMol25; level of theory: ωB97M-V/def2-TZVPD.

Cartesian coordinates (Å):
Yb  -0.12  -0.11  0.05
Cl  -2.22  0.88  -0.23
P  -2.10  -2.90  -1.37
O  -0.65  1.28  3.17
O  1.55  1.78  2.53
C  -2.49  -3.02  -3.14
C  -6.13  -3.83  0.72
C  -1.01  -6.79  -0.44
C  1.86  -0.68  -0.93
C  -0.39  2.64  3.66
C  0.95  -5.61  -1.20
C  -1.20  -4.45  -1.09
C  0.89  1.31  -1.54
C  -4.83  -3.77  -1.32
C  -3.02  -1.86  -3.77
C  2.16  0.30  0.08
C  -3.17  -3.04  -5.88
C  -1.01  3.63  2.63
C  1.22  2.68  3.66
C  -3.37  -1.89  -5.12
C  1.80  4.04  3.42
C  -5.04  -3.34  1.43
C  -3.71  -3.28  -0.61
C  -1.78  -5.64  -0.62
C  1.82  2.02  4.91
C  0.20  -4.46  -1.37
C  -2.30  -4.18  -3.92
C  1.06  -0.04  -1.92
C  0.35  -6.78  -0.73
C  -6.03  -4.03  -0.66
C  -3.84  -3.06  0.78
C  -0.99  2.87  5.00
C  1.55  1.52  -0.30
C  -2.64  -4.18  -5.28
B  0.42  1.15  2.31
H  2.89  4.00  3.43
H  -4.75  -3.94  -2.39
H  1.45  1.01  5.07
H  0.58  -0.53  -2.79
H  -1.89  -5.07  -3.46
H  2.68  0.10  1.02
H  -2.84  -5.66  -0.40
H  -2.48  -5.08  -5.86
H  2.09  -1.75  -0.88
H  -1.48  -7.70  -0.07
H  1.49  4.48  2.48
H  2.91  1.98  4.81
H  -3.00  -2.67  1.33
H  1.60  2.64  5.78
H  -3.78  -0.99  -5.58
H  -3.44  -3.05  -6.94
H  -3.16  -0.96  -3.18
H  2.01  -5.60  -1.43
H  -5.12  -3.17  2.50
H  -0.71  3.88  5.35
H  -2.08  2.83  4.95
H  -0.67  2.15  5.75
H  -7.07  -4.04  1.23
H  -0.65  3.51  1.60
H  -2.11  3.48  2.61
H  -0.83  4.65  2.95
H  1.53  2.45  0.27
H  0.66  -3.54  -1.72
H  0.95  -7.68  -0.59
H  0.27  2.06  -2.07
H  1.48  4.71  4.25
H  -6.88  -4.41  -1.22

Values from the calculation:
<S²>   0.7512
Highest occupied orbital energy (alpha / beta)   -6.51 / -6.53 eV
Relative energy (zero: lowest compared OMol25 entry of this formula, charge and spin)   7.2 kcal/mol
Strongest force on any atom   5.8 eV/Å
Total charge   0
Multiplicity   2

Atomic partial charges in e from the natural (NBO) method, atoms 1 to 4: 1.4871, -0.5498, 0.8245, -0.7513